No. 1
C20H43IrOP3Se as an isolated structure at a distorted geometry, computed with ωB97M-V/def2-TZVPD.

The geometry in XYZ format:
```
69
Properties=species:S:1:pos:R:3:forces:R:3:lowdin_charge:R:1
Ir -0.0968 -0.4731 0.8544 0.5065 1.6421 1.2730 0.83
P -1.3388 -2.3514 1.1054 -0.5497 -1.2996 -0.0467 0.63
P 1.7934 -0.6034 2.4257 0.5487 -0.1957 -0.4033 0.71
P 1.1482 -1.3045 -0.6989 2.3129 -0.8723 -3.7625 0.53
H -3.3324 2.8987 -4.4124 -0.1454 0.3048 0.1112 0.11
C -3.3889 1.9458 -4.9216 0.3572 3.9952 -2.4166 0.22
C -3.5642 0.8590 -4.1525 -0.6019 -3.6886 0.7623 0.21
H -3.5397 0.8605 -3.0743 0.1387 0.3872 0.1955 0.11
C -2.8365 -1.9399 1.9941 -0.9280 0.5553 0.4015 -0.23
C -0.6081 -3.7640 1.9680 0.3107 -0.5671 -0.0628 -0.21
C -1.8738 -2.8236 -0.5624 -0.7389 -0.8048 -0.7718 -0.25
C 2.9097 0.8532 2.4159 -0.0948 0.1463 0.1341 -0.23
C 0.9359 -0.7336 4.0205 0.0509 0.0000 0.1304 -0.22
C 2.9245 -2.0384 2.2707 -0.2021 -0.0168 0.0365 -0.22
C 0.3980 -1.0741 -2.3728 -0.1655 -0.2007 -0.1608 -0.23
C 1.7158 -3.0780 -0.8055 -0.3753 0.7427 0.3755 -0.18
C 2.6868 -0.3709 -1.0844 0.9398 0.0742 -0.1198 -0.24
H -3.3294 2.1003 -6.0367 -0.0088 -1.0327 1.0686 0.16
H -3.7555 -0.1206 -4.5924 -0.1583 0.1263 -0.0817 0.13
H -3.5646 -1.4585 1.3367 0.1521 -0.0014 -0.2294 0.07
H -2.6787 -1.2162 2.8036 0.1665 -0.5025 -0.0908 0.04
H -3.3549 -2.8041 2.3990 0.1470 -0.2996 0.0550 0.08
H -0.1822 -3.4684 2.9360 -0.2628 0.0955 -0.1803 0.05
H 0.2209 -4.2023 1.3888 -0.3548 0.1547 0.0875 0.05
H -1.3491 -4.5546 2.1558 0.1280 0.2182 -0.1120 0.08
H -2.0265 -1.9318 -1.1888 0.0416 -0.1507 0.4955 0.02
H -2.8480 -3.3532 -0.5714 0.5067 0.1025 0.2839 0.08
H -1.1640 -3.4743 -1.1069 -0.2605 0.3036 0.4632 0.06
H 3.7082 0.7092 3.1601 -0.1998 0.0944 -0.1945 0.08
H 2.3521 1.7646 2.6696 0.0641 -0.2453 0.1455 0.04
H 3.3690 1.0267 1.4286 -0.1686 -0.3509 0.3638 0.04
H 1.5689 -1.2698 4.7350 -0.1536 0.1940 0.0495 0.08
H -0.0113 -1.2692 3.8778 0.3322 0.0189 0.1401 0.03
H 0.6883 0.2689 4.3857 0.1840 -0.1865 0.0562 0.06
H 3.5493 -2.1319 3.1734 -0.1978 0.0626 -0.2677 0.08
H 3.5858 -1.9072 1.3973 -0.2543 -0.0650 0.3896 0.05
H 2.3281 -2.9584 2.1450 0.3279 0.3576 0.1659 0.04
H 1.0115 -1.6174 -3.0989 -0.0009 0.0767 0.0656 0.08
H 0.3583 -0.0243 -2.6593 0.2746 0.0315 0.2529 0.01
H -0.6157 -1.4458 -2.4500 -0.0334 -0.2349 0.0716 0.01
H 2.2864 -3.1215 -1.7319 0.0479 -0.1506 0.0125 0.07
H 0.8724 -3.7691 -0.8558 0.1587 0.1087 -0.0423 0.04
H 2.3530 -3.3473 0.0377 -0.0553 0.0301 -0.1935 0.04
H 3.1793 -0.8195 -1.9827 -0.3753 0.2015 0.6792 0.09
H 3.4383 -0.3807 -0.2681 -0.4745 -0.0815 -0.4663 0.04
H 2.4826 0.6914 -1.3431 -0.1660 -0.6775 0.2787 0.04
C 1.1988 3.4383 -1.7859 -0.3702 -0.7020 -0.1571 -0.47
C -0.0681 2.9969 -2.1888 -1.0565 -0.6574 0.8974 -0.11
C -0.2417 2.3467 -3.4054 -0.1164 -0.0976 -0.4470 -0.08
C 0.8127 2.1830 -4.3071 0.3838 0.8854 0.7025 -0.02
C 2.0710 2.6460 -3.9492 -0.2437 -0.2426 0.2108 0.00
C 2.2394 3.2306 -2.6963 1.2964 0.4261 0.5736 -0.07
Se 1.4936 3.9409 0.1039 0.5179 0.1875 -2.0238 1.26
H 0.9912 2.6425 0.5814 -0.4584 -0.3838 0.1185 -0.14
H -0.8872 3.0801 -1.4637 0.1057 -0.0456 -0.5505 0.10
H -1.1689 1.8543 -3.7516 0.1437 0.6292 0.7486 0.08
H 0.6669 1.7466 -5.2712 -0.1216 -0.3814 -0.3797 0.13
H 2.9082 2.4619 -4.6201 -0.0110 0.3086 0.2911 0.14
H 3.2398 3.4487 -2.3595 0.3127 0.2938 -0.2082 0.12
C -1.9719 2.6384 1.6987 -0.0002 1.3162 -0.6508 0.00
C -1.6594 1.5321 2.6116 -0.2555 -0.7790 -0.1340 -0.40
C -2.0478 1.8519 3.9934 0.4742 -0.2384 0.6726 0.03
O -1.2108 0.4082 2.2446 -1.2522 2.8289 1.6524 -0.30
H -1.9318 3.6013 2.2564 -0.0091 -0.6581 -0.4689 0.12
H -3.0248 2.5577 1.3689 0.3744 -0.1596 0.0087 0.14
H -1.3085 2.7084 0.8316 -0.2632 -0.3053 -0.0167 0.03
H -1.6137 1.1700 4.7192 -0.2441 -0.0967 0.1239 0.10
H -1.7464 2.8873 4.2168 -0.0864 -0.4148 0.0648 0.12
H -3.1462 1.8510 4.0585 0.1091 -0.1132 0.0298 0.14
```
Positions in Å, forces in eV/Å.

## Properties
Kohn-Sham gap (spin up / spin down), eV: 5.28 / 4.51
HOMO energy (spin up / spin down), eV: -17.30 / -20.80
Spin multiplicity: 6
Electronic energy, Eh: -4391.19071
Charge: +4

=====

No. 2
C28H39N7O8PPt as an isolated structure, computed with ωB97M-V/def2-TZVPD.

The geometry in XYZ format:
```
84
Properties=species:S:1:pos:R:3:forces:R:3:lowdin_charge:R:1
Pt 0.6709 -0.3429 -0.2156 -0.2834 0.1839 0.6995 1.58
C 2.3573 -2.7771 0.6635 -0.0223 -0.0125 0.0770 -0.05
N 1.5047 -1.6969 1.2056 -0.1567 -0.5843 -0.1457 -0.34
C 0.4195 -2.3576 2.0000 0.0771 -0.1084 -0.2533 -0.04
C 2.3406 -0.8902 2.1314 -0.0869 -0.1224 0.2431 -0.15
C 3.0308 0.1676 1.3637 0.2128 0.2444 -0.0968 -0.25
C 4.2433 0.6996 1.7836 -0.0069 0.0395 0.0309 -0.02
C 4.8128 1.7523 1.0893 0.0864 0.0185 0.1016 -0.06
C 4.1613 2.2701 -0.0158 -0.0858 0.0355 -0.1286 -0.06
C 2.9550 1.7275 -0.4436 0.0409 -0.1456 -0.1375 -0.11
C 2.3840 0.6571 0.2317 0.0238 0.0554 -0.1950 -0.23
H 2.6931 -3.4002 1.4938 0.0770 0.0107 -0.0093 0.11
H 3.2221 -2.3570 0.1522 -0.0674 0.0076 -0.0825 0.11
H 1.7645 -3.4012 0.0063 0.0438 -0.0651 0.0830 0.08
H 0.8935 -2.9233 2.8045 -0.0134 -0.0282 -0.0104 0.11
H -0.1502 -3.0195 1.3548 -0.0267 -0.0191 -0.0294 0.08
H -0.2467 -1.6094 2.4073 0.0132 0.0251 -0.0148 0.07
H 3.0387 -1.5526 2.6475 -0.0383 -0.0218 0.0520 0.14
H 1.6702 -0.4574 2.8711 -0.0069 0.0532 0.0268 0.10
H 4.7370 0.2953 2.6596 -0.0121 -0.0160 -0.0003 0.12
H 5.7537 2.1739 1.4161 0.0102 -0.0095 -0.0085 0.11
H 4.5885 3.1070 -0.5523 -0.0152 0.0028 -0.0158 0.11
H 2.4593 2.1921 -1.2800 -0.1422 -0.0237 -0.1962 0.10
O -1.0624 1.6586 -3.1223 -0.1063 0.0382 -0.0604 0.11
C -1.0863 0.8465 -2.2271 0.0012 0.3222 -0.1200 -0.55
O -0.3488 1.0900 -1.1330 0.4009 -0.1965 -0.3409 -0.21
C -1.9833 -0.3439 -2.2965 -0.0024 -0.0362 0.0077 -0.06
C -2.9663 -0.3090 -3.2771 -0.0575 -0.0897 -0.0537 0.09
C -3.8901 -1.3293 -3.3795 0.2434 -0.0784 -0.1044 -0.12
C -3.8725 -2.4101 -2.5124 0.0012 0.0242 -0.0404 0.09
C -2.9126 -2.4351 -1.5341 0.0645 0.0343 0.0416 -0.06
C -1.9039 -1.4418 -1.4062 -0.2903 0.1060 -0.1395 -0.30
O -0.9796 -1.5898 -0.5271 0.5218 -0.2048 0.4541 -0.19
N -2.9257 -3.5623 -0.5967 0.1598 0.1019 0.1912 -0.34
O -3.1937 -4.6563 -1.0413 -0.0703 -0.1254 -0.1052 0.10
O -2.6738 -3.3314 0.5735 -0.0805 0.0111 -0.1007 0.08
N -4.9190 -1.2697 -4.4209 -0.5510 0.4480 0.5582 -0.36
O -5.7472 -2.1572 -4.4340 0.1647 -0.1849 -0.2058 0.09
O -4.9416 -0.2828 -5.1266 0.1881 -0.1339 -0.2322 0.09
H -3.0038 0.5307 -3.9560 -0.0117 -0.0019 -0.0034 0.14
H -4.5957 -3.2087 -2.5988 -0.0007 0.0154 -0.0115 0.14
C 2.8240 -1.9320 -5.9799 0.0127 0.0060 -0.0035 -0.02
C 2.3497 -1.5766 -4.6077 -0.0084 -0.0123 0.0365 -0.22
C 2.0380 -0.2737 -4.2438 -0.0420 0.0026 0.0216 0.03
C 1.5881 0.0091 -2.9720 0.1008 -0.0400 -0.0215 -0.08
N 1.4342 -0.9404 -2.0325 -0.0833 0.2297 0.1221 -0.06
C 1.6973 -2.2081 -2.3856 -0.2051 -0.2304 0.1808 -0.08
C 2.1608 -2.5530 -3.6298 -0.0018 0.0142 -0.0968 0.02
H 2.9214 -1.0510 -6.6096 0.0051 -0.0026 -0.0003 0.09
H 2.1222 -2.6204 -6.4528 0.0003 -0.0016 0.0004 0.10
H 3.7899 -2.4362 -5.9299 0.0003 0.0024 -0.0009 0.10
H 2.1102 0.5402 -4.9518 0.0255 -0.0056 -0.0076 0.13
H 1.2813 1.0070 -2.7164 0.1314 0.1589 0.1258 0.10
H 1.4864 -2.9774 -1.6620 -0.0163 0.1486 -0.0985 0.09
H 2.3495 -3.5974 -3.8391 -0.0086 0.0030 -0.0178 0.13
C 0.6163 2.2014 4.3019 -0.0449 0.0170 -0.0254 -0.07
N -0.5476 1.4587 3.8255 0.0714 -0.0708 -0.0003 -0.29
C -0.8076 0.2480 4.6025 0.0215 0.0106 -0.0107 -0.09
P -0.9362 1.4801 2.2239 0.0458 -0.1850 0.0955 0.59
O -0.1569 0.3851 1.4896 0.0836 0.2619 0.0229 -0.38
N -0.6070 2.9670 1.6524 -0.2966 -0.0008 -0.1291 -0.29
C -1.6032 4.0287 1.7858 0.0288 0.0190 -0.0187 -0.06
C 0.6089 3.3513 0.9520 0.0173 -0.0214 0.1750 -0.08
N -2.5289 1.1226 2.2143 -0.0399 0.1190 0.0126 -0.29
C -3.4827 1.5518 3.2339 0.0107 -0.0687 0.0099 -0.09
C -3.1614 0.7085 0.9645 0.0954 -0.0341 -0.0224 -0.05
H 0.4921 2.4062 5.3654 0.0078 0.0073 -0.0008 0.09
H 0.7037 3.1489 3.7760 0.0013 -0.0016 0.0020 0.08
H 1.5450 1.6342 4.1664 0.0082 0.0179 0.0180 0.08
H -1.0396 0.5201 5.6331 -0.0067 0.0065 -0.0020 0.10
H 0.0654 -0.4139 4.6169 0.0012 -0.0058 0.0038 0.08
H -1.6526 -0.2990 4.1895 0.0010 -0.0043 -0.0063 0.08
H -2.3812 3.7505 2.4917 -0.0054 0.0012 -0.0177 0.06
H -2.0651 4.2611 0.8235 0.0168 -0.0050 -0.0098 0.10
H -1.1193 4.9305 2.1652 -0.0072 0.0036 0.0065 0.09
H 1.3896 2.6209 1.1324 -0.0555 0.0537 0.0227 0.05
H 0.9512 4.3115 1.3447 0.0111 0.0208 -0.0328 0.10
H 0.4430 3.4355 -0.1234 -0.0267 -0.0113 0.0025 0.09
H -2.9699 1.8627 4.1393 0.0065 0.0250 -0.0085 0.08
H -4.1461 0.7188 3.4746 0.0047 -0.0002 0.0029 0.10
H -4.0983 2.3796 2.8715 -0.0106 -0.0072 -0.0119 0.09
H -2.3987 0.4024 0.2567 -0.0288 0.0317 -0.0370 0.05
H -3.7482 1.5253 0.5353 0.0057 -0.0108 -0.0190 0.10
H -3.8153 -0.1446 1.1490 -0.0228 -0.0104 0.0131 0.10
```
Positions in Å, forces in eV/Å.

## Properties
Kohn-Sham gap, eV: 7.81
HOMO energy, eV: -11.14
Electronic energy, Eh: -2535.94051
Charge: +1

=====

Q: Look up the electronic energy of the first one.
A: -4391.19071 Eh